# 1
The following is a quantum chemistry calculation of a structure of composition C29H19BrIN8O2Pd, from OMol25.

Cartesian coordinates (Å):
Pd: -12.9881 -11.1377 -0.3483
C: -11.1939 -11.0356 -4.3760
C: -11.4138 -10.7582 -3.0664
N: -12.2715 -11.4965 -2.3139
C: -12.9057 -12.5042 -2.9348
C: -12.6548 -12.7206 -4.2762
N: -11.8583 -11.9953 -5.0288
C: -13.9051 -13.2209 -2.1286
C: -14.8436 -14.1758 -2.5814
C: -15.9598 -14.5184 -1.8177
C: -15.8430 -14.1383 -0.4707
C: -14.8501 -13.2815 -0.0596
N: -13.9877 -12.6715 -0.9232
C: -14.4922 -12.9678 1.3311
C: -14.9385 -13.4552 2.5413
N: -14.2911 -13.2604 3.7231
C: -13.1543 -12.5410 3.6159
C: -12.7219 -11.8954 2.5044
N: -13.3927 -12.1188 1.3206
C: -17.1900 -15.1954 -2.2884
C: -17.4044 -15.4626 -3.6566
C: -18.6550 -15.9118 -4.0676
N: -19.6947 -16.0677 -3.2598
C: -19.5089 -15.7026 -1.9809
C: -18.2628 -15.3640 -1.4193
H: -10.2814 -10.6592 -4.8777
H: -10.8501 -9.9071 -2.5683
H: -13.1787 -13.5425 -4.7690
H: -14.8125 -14.4368 -3.6082
H: -16.6152 -14.4406 0.2797
H: -15.8588 -14.0094 2.6781
H: -12.5612 -12.4666 4.5310
H: -11.7532 -11.3704 2.4977
H: -16.5241 -15.5221 -4.3421
H: -18.6803 -16.1903 -5.1056
H: -20.4078 -15.7367 -1.3315
H: -18.1573 -15.1571 -0.3580
Br: -7.8152 -12.8986 -0.0874
C: -7.9887 -11.0584 0.1546
C: -6.9062 -10.2373 -0.1437
C: -7.1658 -8.8343 -0.2461
C: -8.5196 -8.4392 -0.1904
C: -9.4939 -9.3099 0.1572
N: -9.1813 -10.6234 0.4921
C: -10.9734 -8.9162 0.1553
O: -11.3509 -7.8279 -0.3008
O: -11.7132 -9.7729 0.7780
H: -5.9768 -10.7843 -0.4419
H: -6.4335 -8.0501 -0.3560
H: -8.7883 -7.3865 -0.3779
I: -10.2512 -16.5751 -2.5385
C: -8.5628 -15.6658 -3.3504
C: -7.4051 -16.0823 -2.6641
C: -6.2427 -15.4688 -3.1044
C: -6.2679 -14.5216 -4.1267
C: -7.4528 -14.2680 -4.7622
N: -8.6194 -14.8446 -4.3368
H: -7.4746 -16.5963 -1.7153
H: -5.2736 -15.7570 -2.7279
H: -5.3976 -13.9706 -4.4105
H: -7.5510 -13.6788 -5.6577

Atoms 1-2, force components in eV/Å:
Pd 1.802 3.799 0.018
C 1.454 -0.637 -1.533

Properties
spin multiplicity: 5
expectation value of S²: 6.03
net charge: +3
frontier orbital gap (alpha / beta): 6.44 / 3.20 eV
E_LUMO (alpha / beta): -9.403 / -12.649 eV

Here are the Löwdin charges for atoms 1 to 4, given in e: Pd 1.215; C -0.082; C -0.063; N 0.014



# 2
The following is a quantum chemistry calculation of a cluster of 2 separate species, C2H2BrO2S2 in total, from OMol25.

Cartesian coordinates (Å):
C: 0.4163 -0.6692 -0.0523
C: 1.6675 -1.4572 -0.0729
O: -0.7154 -1.1277 -0.0579
O: 0.5651 0.6634 0.0550
S: 1.6034 -3.1112 -0.0095
S: 3.0858 -0.4823 0.0038
Br: -3.4676 0.2803 -0.0437
H: -2.0286 -0.1919 -0.3369
H: 1.4767 0.9741 0.2863

Atoms 1-2, force components in eV/Å:
C -0.844 1.557 0.634
C 1.980 -0.351 0.469

Properties
net charge: -1
frontier orbital gap: 7.14 eV
E_LUMO: 2.744 eV

Here are the Löwdin charges for atoms 1 to 4, given in e: C -0.642; C -1.272; O -0.036; O 0.000



# 3
The following is a quantum chemistry calculation of the molecule CH3NS2, from OMol25.

Cartesian coordinates (Å):
C: 0.8475 0.8062 -0.3397
N: 0.3738 -0.0078 -1.3742
S: -0.9421 0.3250 -0.5672
S: -1.7117 -1.0497 1.1012
H: 1.2954 0.2135 0.3978
H: 1.1612 1.9255 -0.4114
H: -1.0242 -2.2127 1.1935

Atoms 1-2, force components in eV/Å:
C -0.929 1.543 -0.294
N 0.674 -0.235 -2.014

Properties
frontier orbital gap: 8.67 eV
E_LUMO: -0.266 eV

Here are the Löwdin charges for atoms 1 to 4, given in e: C -0.392; N -0.447; S 0.670; S 0.249



Respective relative energy (zero: lowest compared OMol25 entry of this formula, charge and spin) values: 3.071 0.000 3.284 eV.